(1)
This record from the OMol25 dataset describes C8H10F3NO3SZr as an isolated structure at a distorted geometry. The level of theory is ωB97M-V/def2-TZVPD.

Positions of all 27 atoms, in Å:
Zr: 0.10716 -0.14029 -0.43967
S: -0.32627 -0.07193 2.59978
F: 1.67587 -0.27381 4.33270
F: -0.26312 0.13781 5.22522
F: 0.79825 1.72155 4.16773
O: -1.57230 0.64061 2.66406
O: -0.24721 -1.51320 2.52757
O: 0.62426 0.54476 1.54140
N: -1.60433 -0.90430 -0.18548
C: 1.22683 1.52094 -1.88888
C: 0.95917 -1.94715 -1.52852
C: 0.52991 0.40476 4.17528
C: 0.47367 0.69149 -2.79203
C: -0.92089 0.87750 -2.51688
C: 0.28689 2.21305 -1.03847
C: -1.04137 1.82548 -1.44487
C: -0.16616 -2.41649 -0.73081
H: 0.88717 0.12100 -3.63234
H: -0.97120 -2.98302 -1.21343
H: -1.97850 2.26696 -1.08076
H: 0.53442 3.02446 -0.34327
H: 0.91975 -2.02131 -2.62093
H: 0.07284 -2.87369 0.25389
H: 1.99797 -2.01503 -1.15081
H: 2.30435 1.71633 -1.94936
H: -2.56085 -1.01982 0.18677
H: -1.74630 0.47336 -3.11791

Atomic forces in eV per Å
Zr -1.64 1.57 0.09
S 0.67 0.35 -0.34
F -0.38 0.30 -0.15
F 0.28 0.07 -0.56
F -0.07 -0.57 0.02
O 0.42 -0.60 -0.02
O -0.29 0.72 0.27
O -0.75 -0.78 0.76
N 1.07 0.59 0.52
C -0.69 0.69 -0.24
C -0.59 -0.98 0.54
C 0.21 0.18 0.27
C -0.32 0.80 0.18
C 0.74 0.84 -0.07
C 0.02 0.29 -1.39
C 0.66 0.04 -0.42
C 0.71 -2.95 -0.73
H -0.21 0.20 0.66
H 0.34 0.57 0.11
H 0.59 -0.50 0.00
H -0.14 -0.71 -0.16
H -0.25 0.20 0.56
H -0.32 0.82 -0.44
H -0.76 -0.12 0.22
H -0.56 -0.30 0.24
H 0.77 -0.73 -0.60
H 0.49 -0.01 0.65

Its LUMO energy is -0.0272 eV. As for the total energy: -36357.872 eV. The HOMO-LUMO gap is 8.9 eV. Its spin multiplicity is 1. For the max |F|, the calculation gives 3.12 eV Å⁻¹. For the HOMO energy, the calculation gives -8.89 eV.

Results of the Mulliken charge analysis, in e, for atoms 1 through 6:
1. Zr 1.27
2. S 1.32
3. F -0.21
4. F -0.20
5. F -0.21
6. O -0.60

---

(2)
This record from the OMol25 dataset describes a single C22H28Cl2O4 molecule. The level of theory is ωB97M-V/def2-TZVPD.

Positions of all 56 atoms, in Å:
Cl: -1.55455 -1.50233 -3.34053
Cl: 1.04045 -2.52175 -1.92333
O: 2.82856 -1.45262 0.32854
O: -2.53246 0.94947 -2.42307
O: -2.50104 -0.43198 1.07602
O: -3.77045 -1.25090 -0.56194
C: -1.43919 0.62656 -1.70094
C: 4.14015 3.50448 1.62744
C: -3.40279 -0.29797 0.29075
C: 0.32448 -1.04154 -1.45096
C: 0.25027 0.90870 -0.03029
C: -0.87857 1.37693 -0.66918
C: -4.62410 1.35682 -1.22629
C: -0.82413 -0.58299 -2.07918
C: 1.72121 -0.15270 2.85737
C: 3.47325 1.13713 1.56474
C: 0.86176 -0.28392 -0.41261
C: 2.03033 -0.55527 0.43522
C: 0.97000 1.54223 1.11538
C: -1.20487 -2.38433 4.08535
C: 3.97272 1.61013 0.18755
C: 0.03636 -1.50578 4.17447
C: 2.05872 0.53091 1.51714
C: -4.27412 0.93485 0.20156
C: 0.46304 -1.01851 2.79188
C: 4.88396 2.79246 0.50205
C: 3.60365 2.36210 2.49699
C: -3.44693 1.94588 -2.01088
H: -5.19973 0.69063 0.72989
H: 0.85246 -2.06712 4.63557
H: -1.32339 2.30406 -0.34537
H: 3.13996 1.94199 -0.43537
H: 2.65322 2.62748 2.95672
H: 0.65692 -1.88422 2.15510
H: 1.60117 0.61296 3.62768
H: 0.28060 1.74606 1.93572
H: -3.19057 -2.02568 -0.49224
H: 5.84897 2.43435 0.86300
H: 5.05413 3.43285 -0.36244
H: 4.77967 4.18434 2.18869
H: -0.36548 -0.46757 2.34491
H: -2.95889 2.74186 -1.44204
H: -1.54422 -2.67872 5.07603
H: 4.48851 0.81350 -0.34535
H: -2.00680 -1.84576 3.58547
H: 2.56469 -0.78352 3.14503
H: 4.30703 2.14315 3.30015
H: -0.17469 -0.64365 4.81226
H: 3.31516 4.08574 1.21036
H: -3.77948 1.74060 0.74615
H: -5.40803 2.11453 -1.18558
H: -5.00363 0.49321 -1.77298
H: -3.82611 2.37244 -2.94482
H: -0.99093 -3.28421 3.51312
H: 1.40534 2.49492 0.80910
H: 4.14181 0.34515 1.91163

Atomic forces in eV per Å
Cl -0.04 -0.06 -0.09
Cl 0.07 -0.13 -0.04
O 0.11 -0.04 0.11
O 0.26 -0.17 0.05
O 0.01 -0.10 0.14
O -0.38 -0.35 -0.54
C 0.38 0.04 0.05
C 0.15 0.01 0.05
C 0.14 0.21 0.62
C -0.22 0.27 0.06
C 0.20 -0.52 -0.32
C -0.25 0.10 -0.30
C 0.39 0.04 -0.03
C -0.01 -0.16 -0.12
C -0.18 -0.14 -0.28
C -0.16 -0.15 -0.14
C -0.41 0.14 -0.27
C -0.04 0.22 0.07
C 0.13 -0.02 0.11
C 0.16 0.11 0.15
C 0.27 -0.06 0.10
C -0.15 -0.08 -0.30
C 0.46 -0.03 0.41
C -0.03 -0.11 -0.26
C 0.19 0.15 0.46
C -0.18 0.09 -0.12
C 0.00 0.03 0.03
C -0.55 0.25 0.09
H 0.04 0.00 0.06
H 0.06 0.05 0.07
H -0.09 0.09 0.02
H -0.08 0.05 -0.08
H -0.06 0.00 0.13
H -0.06 -0.06 -0.08
H 0.04 0.07 0.03
H -0.03 0.03 0.06
H 0.09 0.20 0.19
H 0.09 -0.02 0.00
H 0.11 0.02 -0.03
H -0.04 0.11 0.01
H -0.06 0.00 -0.06
H 0.00 -0.02 -0.08
H -0.10 -0.09 0.06
H -0.06 -0.05 -0.07
H -0.13 0.01 -0.06
H 0.08 0.02 0.02
H -0.04 0.01 0.08
H 0.07 0.03 0.05
H -0.03 0.05 -0.02
H 0.00 -0.12 0.04
H -0.02 0.01 -0.04
H -0.09 0.09 -0.05
H 0.11 0.01 0.16
H -0.03 -0.12 -0.07
H 0.00 0.08 0.01
H -0.06 0.00 -0.02

As for the SMILES: CCCC[C@]1(C2CCCC2)Cc2cc(OCCCC(=O)O)c(Cl)c(Cl)c2C1=O. Its LUMO energy is 0.4108 eV. As for the total energy: -56504.725 eV. The HOMO-LUMO gap is 9.3 eV. Its spin multiplicity is 1. For the max |F|, the calculation gives 0.75 eV Å⁻¹. For the HOMO energy, the calculation gives -8.84 eV.

Results of the Mulliken charge analysis, in e, for atoms 1 through 6:
1. Cl -0.18
2. Cl -0.17
3. O -0.67
4. O -0.51
5. O -0.54
6. O -0.45

---

> What is the formula in the second record?

C22H28Cl2O4